ORCA calculation (ωB97M-V with the def2-TZVPD basis set) on a 2-piece molecular cluster, C3H9NOS overall at a distorted geometry.

Kohn-Sham gap in Ha: 0.33137
Net charge: 0
Multiplicity: 1
Energy relative to the best compared isomer or geometry (same formula, charge and spin) in kcal per mole: 94.61
Largest force on an atom in eV Å⁻¹: 6.5
HOMO level in eV: -8.43

```
15
Properties=species:S:1:pos:R:3:forces:R:3
H -0.479226 0.818315 1.814533 -0.420 0.354 -1.050
O 0.616205 1.908038 0.582170 4.986 4.134 -0.719
C -0.302223 1.254384 0.761421 -4.149 -3.892 1.014
H -0.572329 0.741933 -1.323114 -0.265 0.756 0.699
H -1.715182 -0.719999 0.933115 -0.695 -0.631 -0.127
H 3.022598 -1.142781 -1.171622 0.312 0.136 -0.357
C -1.711499 -0.656842 -0.158300 2.387 2.463 1.911
S 2.599269 -0.198473 -0.261920 -0.181 0.101 -1.192
H -1.954067 1.567571 -0.569595 -0.634 0.193 0.003
H 1.655246 0.177684 -1.182379 0.706 0.387 0.133
H 2.090160 -1.372940 1.436554 -0.026 0.342 0.063
H -1.067658 -1.426416 -0.510080 1.232 -0.200 -0.212
H -2.578163 -0.869718 -0.630020 -3.314 -0.285 -0.991
C -1.196072 0.827199 -0.399828 0.798 -2.711 -0.555
N 1.592935 -0.907948 0.679059 -0.738 -1.147 1.381
```
Positions in Å, forces in eV/Å.